Entry 1:
Computed, not measured: a molecular structure, C19H46GaN2 in a non-equilibrium geometry, with wB97M-V/def2-TZVPD.

```
! RIJCOSX wB97M-V def2-TZVPD def2/J DEFGRID3
* xyz -1 1
C 0.96325 -5.41741 3.14727
H -0.60106 5.12549 -3.00219
H -2.01564 8.48923 -1.81698
H -2.33274 5.84558 -4.60922
H -1.35521 10.01342 -4.39260
H 1.42000 -9.16189 4.78824
H -1.12292 -4.97543 2.81531
C 0.01013 2.01284 -2.10353
H -0.23055 -0.78477 -1.60300
C 0.21947 -2.29080 0.54584
C 1.17325 -0.95974 0.21177
C -0.38303 -5.72132 2.50781
H -2.23791 -0.72803 -0.25461
C -2.22993 -1.10446 2.73025
H 1.57500 -1.16292 -2.08809
H 1.41317 5.51807 -4.35492
C 2.84728 -7.71843 5.46216
H 0.96877 -0.11123 0.99133
H -0.26043 8.91151 -3.57959
H -2.62095 -3.19970 0.66946
H -2.52572 6.59223 -3.03811
H -0.00223 -2.67397 4.94080
H 3.01597 -6.05277 3.14733
H -2.96343 8.19375 -4.84144
H -2.02948 0.05952 2.72574
C 2.06425 -6.39757 2.72878
H 1.26815 -4.40591 2.85138
H 2.18121 -6.35430 1.63931
H 0.13602 3.03389 -1.49808
H 0.25907 -2.96870 -0.43251
H 2.66415 -7.93785 6.51883
C 0.90096 -0.50011 -1.36119
H 2.11065 1.16732 -2.48694
C 1.27666 1.06369 -1.67211
H -2.17300 -2.27166 4.89221
H -1.60881 10.20218 -1.95478
H -1.39888 7.89855 -5.56734
Ga -1.77370 -1.81954 0.84485
C -1.88352 6.57796 -3.92656
H -0.03921 6.77309 -2.79510
C -1.92026 7.95165 -4.60547
H -0.30986 -5.69615 1.41626
C 1.63083 -8.09704 4.63162
H -3.40172 -1.23487 2.88975
H 2.30190 -1.32471 0.28350
H -0.75959 -6.70361 2.80664
C 0.44604 5.89718 -4.70012
H -3.10999 9.59432 -2.67228
C -1.31918 9.09926 -3.78708
H 0.62901 6.83787 -5.22741
H 3.07727 -6.65215 5.38115
H 2.67927 -8.45287 2.78542
C -1.50624 -1.90382 3.97075
N -0.15455 -2.14643 4.03194
H 1.72998 1.51164 -0.66546
H 0.65467 -2.90209 1.45395
H 0.03447 5.17499 -5.41226
C 1.82588 -7.85678 3.13271
C -2.05898 9.35558 -2.48296
H -1.03564 1.58298 -1.77110
H 0.88897 2.39975 -4.02609
N -0.04824 2.38198 -3.56895
C -0.49249 6.08697 -3.51859
H 0.75236 -7.55447 4.99711
H 0.95154 -8.24580 2.59775
H -0.74947 1.82305 -4.10383
H 3.72708 -8.28780 5.14616
H 0.85784 -5.39844 4.23712
*
```

Summary:
* E_LUMO: 2.59 eV
* largest force on an atom: 5.0 eV Å⁻¹
* highest occupied orbital energy: -4.653 eV

Entry 2:
Computed, not measured: a molecular structure, C19H46LiN2O15P in a non-equilibrium geometry, with wB97M-V/def2-TZVPD.

```
! RIJCOSX wB97M-V def2-TZVPD def2/J DEFGRID3
* xyz 0 1
H -3.89876 4.23834 4.52639
H 0.65090 2.67867 -0.61290
C 4.79236 -1.91086 -1.42019
H -2.58436 -3.07093 -4.47605
H -2.79419 -5.38864 -3.45079
H 0.72192 4.23559 0.11394
C 5.75873 3.29450 -1.53282
C -4.10722 3.02637 4.84376
H 1.18615 -1.22546 2.02785
H -1.19272 -2.35301 -5.00343
H -1.84564 3.62227 3.69194
O 3.20060 3.23835 -2.31724
H 2.54839 1.29983 -4.92524
H -2.08993 0.05109 -1.47433
H 2.46959 -0.52450 -4.28111
O -1.39133 -0.89679 2.79761
H -2.32909 0.23887 5.64731
H -1.35557 2.45174 6.72065
O -1.44173 -6.96464 -3.56804
H -3.28931 -3.92216 -2.09618
O -0.52477 0.87735 1.24304
H 0.19851 -4.54786 -3.95765
C -1.89923 2.69545 3.95412
C 0.15473 0.73037 -2.96716
O -1.19163 0.82580 -3.28797
H 2.14293 -1.19786 3.57916
C 2.17474 -0.86977 2.46655
H 2.80548 0.87905 -3.18209
C -2.27879 2.91310 6.52845
C -1.78133 -5.58958 -3.76157
H -1.68875 -7.44602 -2.72435
H 3.76916 -2.12713 -1.73012
O 3.22801 -1.46510 1.80208
C -0.53591 2.14120 4.04065
H -2.73800 2.50568 7.47651
H -1.69052 -5.36220 -4.93762
O 4.52135 -1.81415 -0.04868
H -0.23344 -1.62204 -2.13328
C 3.32672 -1.23344 0.45779
H -1.75895 1.67582 -1.29244
H -2.25109 4.04756 6.56442
N -2.78333 2.42168 5.11998
O 2.56675 -0.53441 -0.25801
H 0.83774 -2.89029 -1.69174
C -1.78542 -2.51933 -4.07419
C 2.22361 0.53662 -4.09367
O -0.95493 -1.09653 0.45120
H 5.23230 -1.10117 -1.79581
H 5.81724 2.34724 -1.84144
H -4.46094 2.49841 3.80425
H -3.00749 1.11382 -2.46424
H -1.71449 -3.86023 -1.18067
H -4.84150 2.78904 5.63300
C -2.10744 0.94312 -2.13106
O 4.56572 3.57848 -0.67727
H -0.01676 2.43806 4.93158
H -2.40088 -2.13696 -1.37767
P -1.57768 -0.28242 1.51936
O 0.78587 0.66671 -4.19285
Li 0.51452 -0.02596 0.07866
H 6.54111 3.65215 -1.06302
H -2.10641 -1.55616 -3.88277
C -3.12073 0.88207 5.26286
C 1.14923 3.62200 -0.56070
H -2.37871 2.08644 3.14201
H -0.59143 0.96317 4.29694
O 0.30784 2.35753 2.88945
C 3.39188 3.39879 -1.13427
O -2.87511 0.29754 1.09755
O 0.62245 0.60130 -1.86724
N -1.16472 -3.24282 -2.92212
O 2.45752 3.56154 -0.28970
H -3.20125 0.32363 4.32063
H -0.45782 -5.13470 -2.27687
H 0.97510 4.06493 -1.33590
H 5.73172 3.97894 -2.39023
H -0.06491 1.72415 2.17009
H 1.97274 0.23353 2.12825
C -0.71862 -4.72825 -3.26609
H 5.25581 -2.92205 -1.57002
H 0.57163 -2.46440 -3.44700
C -2.15571 -3.16233 -1.86510
H -3.80040 0.97758 6.00684
C 0.00788 -2.53530 -2.50400
*
```

Summary:
* E_LUMO: -0.04 eV
* largest force on an atom: 10.7 eV Å⁻¹
* highest occupied orbital energy: -5.424 eV

Entry 3:
Computed, not measured: a molecular structure, C19H46O9S in a non-equilibrium geometry, with wB97M-V/def2-TZVPD.

```
! RIJCOSX wB97M-V def2-TZVPD def2/J DEFGRID3
* xyz 0 1
H -6.68285 0.25415 -5.01384
H 4.91614 0.17255 -0.63736
H 7.19851 0.99155 -0.93008
H -7.82550 0.30233 -2.32471
H -8.62450 2.56059 -2.75773
C -7.16901 1.16212 -4.65509
S -5.44928 1.69152 -0.01231
C -8.52914 0.83618 -4.05514
H -1.13683 -4.22102 -3.64455
H -10.19173 1.84354 -3.11502
H 5.00172 -2.34960 6.85977
H 6.38168 -1.43498 7.49074
H 0.10689 2.02346 1.97779
O -6.49124 1.08156 0.70722
H 6.86158 1.24543 2.17758
C 5.86467 -0.97395 5.43384
C -3.34273 1.55588 1.13448
H -0.66452 2.48829 0.50520
C 6.83033 -1.96850 4.80733
C 5.49788 -1.37529 6.85442
H 0.49387 -3.79867 -0.48579
C -0.06915 0.37653 0.64122
H 1.71519 3.29309 0.96940
C -0.82401 -3.77254 -2.70111
O -4.46349 2.44756 1.02559
O 1.02467 -3.40738 -1.18943
H 7.75202 -2.04529 5.38548
H 7.62307 2.43208 0.01012
O -2.31708 -0.05361 -0.35239
C 1.45865 2.42055 0.37893
H 4.26368 -1.73174 4.61039
H 5.24080 2.58215 0.79894
C 0.94022 -5.52763 -2.34529
H 1.33178 2.78202 -0.63419
H -6.51753 1.60665 -3.89734
H -0.41284 -0.16598 1.51251
H 1.25844 -3.58186 -3.19548
H -3.22000 3.14332 -0.96206
C -0.90388 0.00447 -0.57043
H -7.25920 1.86193 -5.48754
H 6.43619 -0.19896 1.24149
C 0.13052 1.87388 0.90330
H -2.52886 1.85224 1.77386
H -3.25329 1.93537 -2.20209
C 6.07013 0.76883 1.59669
H 7.08137 -1.66737 3.78984
H 6.31666 0.01850 5.44025
C 6.81065 1.92396 -0.51085
H 5.22597 0.57073 2.25745
H -0.59742 0.60931 -1.41722
C 0.64647 -4.03712 -2.41643
C -9.22092 2.09143 -3.54469
H 0.36729 -5.99153 -1.53786
H -3.76924 0.67587 1.61891
O -5.86612 2.60656 -0.99315
H 1.99610 -5.69950 -2.13596
C -3.04088 1.09651 -0.26759
H 0.91538 -0.02749 0.42913
O 4.68703 -0.86583 4.63465
H -9.15469 0.35266 -4.80681
C 5.64544 1.64073 0.42525
H 6.37389 -2.96049 4.75121
H -9.36902 2.81697 -4.34631
O -4.43311 0.64838 -0.62444
C -2.77359 2.21388 -1.27725
H -1.44902 -4.18095 -1.90235
O 4.58455 1.01054 -0.29444
H 0.68457 -6.02716 -3.28039
H -0.62269 -1.00727 -0.82740
H 6.48877 2.54704 -1.34552
O -8.38261 -0.10689 -2.99624
H -1.01646 -2.70010 -2.74615
H 2.27198 1.71448 0.46322
H -1.72700 2.40582 -1.45413
H 4.80470 -0.65448 7.28796
*
```

Summary:
* E_LUMO: 0.45 eV
* largest force on an atom: 1.9 eV Å⁻¹
* highest occupied orbital energy: -9.751 eV